# C32H41Cl3IN8O5PRbS2

A molecular structure, C32H41Cl3IN8O5PRbS2 (the ωB97M-V functional and the def2-TZVPD basis, the OMol25 dataset).

Summary:
M, g mol⁻¹: 1031.6
Total charge: -1
Relative energy (zero: lowest compared OMol25 entry of this formula, charge and spin), kJ/mol: 32.3
LUMO, eV: 1.75

Each line ends with the Löwdin charge.
CARTESIAN COORDINATES (ANGSTROEM)
Rb -1.1344 0.2475 -0.0149  0.8263
C 3.0595 -1.5659 3.5447  -0.0408
C 2.7121 -0.6044 2.4459  -0.2541
N 3.0410 -0.7625 1.2213  0.1174
N 3.6937 -1.9339 0.9391  -0.0474
C 4.1338 -2.2307 -0.3075  -0.9554
N 4.4104 -3.5737 -0.4380  0.0598
S 4.4913 -1.1322 -1.4896  0.5739
C 1.8966 0.5953 2.7771  -0.2330
C 1.6022 1.5557 1.8131  -0.0367
C 0.7103 2.5595 2.1432  -0.0758
C 0.1691 2.5892 3.4166  -0.0614
C 0.5709 1.6250 4.3222  -0.1396
N 1.4187 0.6455 4.0213  0.1071
H 4.1265 -1.8014 3.5156  0.0851
H 2.4944 -2.4971 3.4431  0.0231
H 2.8019 -1.1316 4.5052  0.0666
H 3.5597 -2.7097 1.5759  0.0635
H 3.7662 -4.2204 0.0014  0.0315
H 4.7140 -3.8261 -1.3640  0.0716
H 2.0251 1.4679 0.8214  0.0907
H 0.4086 3.2817 1.3971  0.0852
H -0.5830 3.3153 3.6913  0.1081
H 0.1651 1.6115 5.3278  0.1076
C -1.6156 -4.1749 7.9512  -0.0669
C -1.7074 -3.4368 6.6422  -0.2921
C -2.8802 -3.4363 5.8988  -0.0534
C -2.9649 -2.7509 4.6912  -0.0547
C -1.8684 -2.0528 4.2141  -0.2514
C -0.6881 -2.0370 4.9502  -0.0563
C -0.6132 -2.7250 6.1488  -0.0475
S -1.9606 -1.1486 2.6697  0.4370
O -0.6697 -1.4562 2.0392  -0.5078
O -3.1103 -1.7336 1.9745  -0.3517
N -2.0410 0.3509 2.9625  -0.2200
C -3.3408 1.0113 2.9654  -0.2115
C -3.7283 1.6890 1.6340  -0.7126
O -4.9466 1.7600 1.3638  -0.0665
O -2.7882 2.1340 0.9105  -0.2286
H -2.4650 -4.8461 8.0830  0.0672
H -1.6037 -3.4842 8.7978  0.0758
H -0.7036 -4.7726 8.0062  0.0724
H -3.7412 -3.9886 6.2607  0.1030
H -3.8719 -2.7684 4.1011  0.1065
H 0.1639 -1.4819 4.5750  0.0853
H 0.3145 -2.7143 6.7128  0.1083
H -3.3041 1.8101 3.7173  0.1039
H -4.1674 0.3548 3.2532  0.1000
I 1.1062 -4.4759 1.6111  1.0127
C -0.1003 -3.8264 0.0430  -0.6783
C -1.4764 -3.7885 0.2082  -0.1396
C -2.2411 -3.4055 -0.8753  -0.0514
C -1.6052 -3.1000 -2.0687  -0.1615
N -0.2835 -3.0903 -2.2121  0.0763
C 0.4596 -3.4251 -1.1571  -0.2035
H -1.9343 -3.9988 1.1643  0.1019
H -3.3131 -3.3038 -0.7833  0.1140
H -2.1861 -2.8017 -2.9308  0.0916
H 1.5364 -3.3378 -1.2721  0.0874
Cl -0.6371 3.7478 -4.1278  0.6447
C 0.7855 4.4549 -3.3630  -1.5878
Cl 0.5321 6.1952 -3.1098  0.6160
Cl 2.2175 4.1981 -4.3879  0.6257
C 1.0120 3.8149 -2.0732  -0.3652
N 1.1686 3.3027 -1.0611  0.2540
C -0.3872 -0.5567 -5.1127  -0.0309
C 1.0349 -0.3904 -4.5648  -0.5774
C 1.7984 0.6910 -5.3358  -0.0551
C 1.7945 -1.7221 -4.6241  -0.0418
C 0.9260 0.0178 -3.1545  -0.1748
N 0.8319 0.3133 -2.0497  0.1272
H -0.3345 -0.9190 -6.1417  0.0894
H -0.9230 0.3944 -5.1017  0.0776
H -0.9480 -1.2666 -4.5058  0.0742
H 1.8882 0.3871 -6.3809  0.0890
H 2.8011 0.8215 -4.9265  0.0903
H 1.2797 1.6488 -5.2986  0.0309
H 1.8965 -2.0206 -5.6703  0.0865
H 1.2439 -2.4890 -4.0800  0.0633
H 2.7874 -1.6221 -4.1831  0.0626
C -4.6570 0.1669 -4.0260  -0.1795
P -3.9771 0.3621 -2.3565  0.5220
C -5.3261 -0.0120 -1.2367  -0.1512
C -3.6367 2.1105 -2.1347  -0.1636
O -2.7687 -0.5054 -2.1807  -0.4739
H -5.5327 0.7992 -4.1776  0.0463
H -4.9390 -0.8774 -4.1674  0.0486
H -3.8917 0.4245 -4.7593  0.0394
H -6.2402 0.4904 -1.5608  0.0594
H -5.0897 0.3561 -0.2326  0.0351
H -5.4901 -1.0905 -1.2211  0.0561
H -4.5109 2.7129 -2.3898  0.0620
H -2.7936 2.4004 -2.7648  0.0109
H -3.3976 2.2773 -1.0710  0.0287

---

# C11H22N6O4

A single C11H22N6O4 molecule (the ωB97M-V functional and the def2-TZVPD basis, the OMol25 dataset).

Summary:
M, g mol⁻¹: 302.3
Relative energy (zero: lowest compared OMol25 entry of this formula, charge and spin), kJ/mol: 64.5
LUMO, eV: 0.20
SMILES: [H]/N=C(\N)NCCC[C@H](NC(=O)[C@@H](N)CCC(N)=O)C(=O)O

Each line ends with the Löwdin charge.
CARTESIAN COORDINATES (ANGSTROEM)
C 2.8940 -1.8567 -0.3795  -0.3019
C 1.6443 -2.0713 0.4892  -0.4591
C 3.6089 -0.5311 0.0645  -0.1251
C 2.7970 0.7721 -0.0074  -0.1190
C 3.7199 1.9658 -0.1567  -0.5593
C -0.7235 -1.9432 0.4646  -0.2247
C -1.8207 -1.8561 -0.6440  -0.4872
C -0.9999 -0.8778 1.5441  -0.1341
C -1.1490 0.5200 1.0171  -0.1950
C -2.3728 1.2521 1.4940  -0.2071
C -3.9759 1.0867 -0.4347  -0.5176
H 2.4060 -2.6981 -2.1991  0.0958
H 3.3010 -1.3691 -2.3208  0.0862
H 3.5037 -2.6944 -0.0812  0.1365
H 4.4627 -0.4689 -0.6354  0.1153
H 4.0287 -0.6037 1.1072  0.1420
H 2.0249 0.7516 -0.7836  0.1119
H 2.1995 0.8950 0.9225  0.1257
H 3.7427 3.8792 -0.5865  0.0891
H 2.1884 3.2335 -0.6581  0.0854
H 0.6001 -1.4531 -1.1599  0.1198
H -0.8094 -2.9321 0.9614  0.1697
H -1.8236 -1.2300 2.1678  0.1226
H -0.1257 -0.8783 2.2184  0.1181
H -0.3345 1.1498 1.3082  0.0950
H -1.1202 0.6009 -0.0727  0.1235
H -2.4108 1.0379 2.6080  0.1437
H -2.3069 2.3342 1.4380  0.1001
H -3.8329 -0.1687 1.0615  0.1311
H -4.7580 0.4276 -2.0712  0.0913
H -3.9105 2.7489 -1.7742  0.1215
H -3.2915 3.0730 -0.2125  0.0989
H -3.6713 -0.9977 -0.7061  0.0321
N 2.5500 -1.7860 -1.7812  0.0455
N 3.1640 3.0938 -0.6755  0.1689
N 0.5079 -1.7437 -0.1922  0.1029
N -3.6091 0.8185 0.8792  0.0420
N -4.4121 0.1415 -1.1655  0.1300
N -3.8548 2.4204 -0.7857  0.1353
O 1.6835 -2.4174 1.6490  0.0721
O 4.8892 1.8790 0.0970  0.0730
O -1.5553 -1.8288 -1.8278  0.0881
O -3.0478 -1.6752 -0.1802  0.0171

---

# C4H7NO

A molecular structure, C4H7NO (the ωB97M-V functional and the def2-TZVPD basis, the OMol25 dataset).

Summary:
M, g mol⁻¹: 85.1
Relative energy (zero: lowest compared OMol25 entry of this formula, charge and spin), kJ/mol: 644.2
LUMO, eV: 1.03

Each line ends with the Löwdin charge.
CARTESIAN COORDINATES (ANGSTROEM)
C -1.7346 -0.3231 -0.0992  -0.1031
N -1.6376 0.8073 0.8506  0.0545
C -0.5759 0.5804 -0.0809  -0.3909
C 1.1720 -0.7733 -0.9597  0.0620
C 1.9248 0.1721 -0.1098  -0.2107
O 0.6006 0.0250 0.5238  -0.1358
H -1.5779 -1.3409 0.2589  0.1141
H -2.5143 -0.2283 -0.8516  0.1041
H -1.3388 0.4743 1.7636  0.1000
H -0.3585 1.2948 -0.8701  0.1511
H 1.2639 -1.7596 -0.4808  0.0326
H 2.6818 -0.1727 0.6035  0.1124
H 2.1345 1.1960 -0.4432  0.1099

---

# C6H7NO2

2 unconnected molecules or ions with the total composition C6H7NO2 (the ωB97M-V functional and the def2-TZVPD basis, the OMol25 dataset).

Summary:
M, g mol⁻¹: 125.1
Relative energy (zero: lowest compared OMol25 entry of this formula, charge and spin), kJ/mol: 676.6
LUMO (alpha / beta), eV: -1.31 / -1.30

Each line ends with the Löwdin charge.
CARTESIAN COORDINATES (ANGSTROEM)
C -1.4900 -0.0806 -1.1203  -0.3191
C 0.7636 -1.0295 0.2590  -0.2362
C -1.7965 -1.1582 -0.3770  -0.0492
C 1.6008 1.1112 0.4795  -0.0437
C 1.9625 0.5390 -0.9472  -0.0528
C -2.2833 -0.9828 0.9350  -0.1789
N -1.2044 0.7090 -1.9378  0.1792
O 0.7377 -0.0256 0.9976  -0.0304
O 1.4759 -0.8881 -0.8110  -0.0326
H 2.4507 1.4994 0.9946  0.0993
H 0.7439 1.8776 0.5519  0.1476
H 1.2012 0.8703 -1.7831  0.1354
H 2.9912 0.5624 -1.1057  0.0889
H -3.3324 -1.0950 0.8760  0.0792
H -1.9994 -0.0356 1.5516  0.1139
H -1.8216 -1.8736 1.4371  0.0996

---

# C6H11N

A gas-phase ion, C6H11N (charge +1) (the ωB97M-V functional and the def2-TZVPD basis, the OMol25 dataset).

Summary:
M, g mol⁻¹: 97.2
2S+1: 2
Total charge: +1
Expectation value of S²: 0.7699
Relative energy (zero: lowest compared OMol25 entry of this formula, charge and spin), kJ/mol: 106.7
LUMO (alpha / beta), eV: -4.16 / -7.13

Each line ends with the Löwdin charge.
CARTESIAN COORDINATES (ANGSTROEM)
C 1.6098 -0.3538 0.7917  0.0047
N 1.0092 0.3688 -1.9296  0.1709
C -0.0581 0.3291 -1.0007  -0.1916
C 0.1869 -0.1258 0.2975  -0.1521
C -0.8603 -0.1778 1.2696  -0.0966
C -1.0368 -1.2089 2.0981  0.1247
C -1.1527 1.2442 -1.4842  0.0070
H 2.2966 0.2538 0.2230  0.0822
H 1.6809 -0.1875 1.8622  0.1032
H 1.8168 -1.4312 0.7481  0.1157
H 1.8830 0.1410 -1.4611  0.0844
H 0.9256 -0.2412 -2.7318  0.1400
H -1.6742 0.5528 1.2408  0.1270
H -1.9532 -1.5515 2.5514  0.0880
H -0.3339 -2.0179 2.3128  0.0943
H -0.7738 1.8856 -2.2700  0.0949
H -2.0217 0.7178 -1.8914  0.1067
H -1.5443 1.8026 -0.6262  0.0966

---

# C4H7NO

2 unconnected molecules or ions with the total composition C4H7NO (the ωB97M-V functional and the def2-TZVPD basis, the OMol25 dataset).

Summary:
M, g mol⁻¹: 85.1
Relative energy (zero: lowest compared OMol25 entry of this formula, charge and spin), kJ/mol: 445.7
LUMO, eV: 1.08

Each line ends with the Löwdin charge.
CARTESIAN COORDINATES (ANGSTROEM)
C -1.3855 -0.9717 -0.4167  -0.0623
C 0.1276 -0.8923 -0.4154  -0.4139
C 0.8425 1.2675 -0.5648  -0.0790
N 0.7093 1.3839 0.7734  -0.0532
C 0.5899 0.7153 1.7500  0.1243
O 0.7242 -1.1778 0.6415  -0.0970
H -1.6606 -1.9864 -0.7355  0.0785
H -1.7328 -0.8516 0.6151  0.0750
H -1.8910 -0.2586 -1.0727  0.0713
H 0.6364 -0.9789 -1.3864  0.1101
H 1.8568 0.9754 -0.8378  0.0843
H 0.4203 2.0733 -1.1611  0.0672
H 0.7628 0.7021 2.8104  0.0946